(1)
The molecule C4H4ClN3OS. Source: OMol25; level of theory: the ωB97M-V functional and the def2-TZVPD basis.

Summary:
Energy relative to the best compared isomer or geometry (same formula, charge and spin) ... 128.0 kJ/mol
SMILES string ... O=C(CCl)Nc1nncs1
Orbital gap ... 9.81 eV
Spin multiplicity ... 1
HOMO energy ... -9.62 eV

Each line ends with the Mulliken charge.
Geometry (Å):
1 C 2.756 0.580 0.214  -0.3227
2 C 1.258 0.877 0.301  0.4628
3 C -0.964 -0.030 -0.030  0.2451
4 C -3.355 -0.195 -0.176  -0.0865
5 H 3.253 0.705 1.364  0.2594
6 H 3.205 1.526 -0.214  0.3407
7 H 0.573 -1.022 -0.306  0.3251
8 H -4.365 -0.487 -0.127  0.4551
9 N 0.372 -0.188 0.129  -0.1399
10 N -1.519 1.029 -0.641  -0.1489
11 N -2.831 0.866 -0.749  -0.5174
12 O 0.946 2.080 0.536  -0.5550
13 S -2.142 -1.176 0.541  -0.1085
14 Cl 3.160 -1.052 -0.394  -0.2093



(2)
The molecule C4H4ClNOS. Source: OMol25; level of theory: the ωB97M-V functional and the def2-TZVPD basis.

Summary:
Energy relative to the best compared isomer or geometry (same formula, charge and spin) ... 415.5 kJ/mol
Orbital gap (spin up / spin down) ... 7.82 / 7.82 eV
Spin multiplicity ... 1
HOMO energy (spin up / spin down) ... -8.84 / -8.84 eV

Each line ends with the Mulliken charge.
Geometry (Å):
1 C 0.958 -0.496 1.594  -0.0496
2 C 1.396 -0.846 0.422  0.5207
3 C -0.736 0.622 -0.314  0.6456
4 C -1.783 1.011 -1.325  -1.0168
5 N -0.834 0.761 0.904  -0.5730
6 O 2.277 -1.765 0.133  -0.4648
7 S 0.785 -0.104 -1.111  -0.1713
8 Cl 1.165 -0.832 3.264  -0.1209
9 H -2.588 1.411 -0.736  0.3022
10 H -1.207 1.893 -1.804  0.2709
11 H -2.100 0.326 -2.031  0.3512
12 H 2.666 -1.980 1.005  0.3057



(3)
The molecule C4H4ClNS2. Source: OMol25; level of theory: the ωB97M-V functional and the def2-TZVPD basis.

Summary:
Energy relative to the best compared isomer or geometry (same formula, charge and spin) ... 12.3 kJ/mol
SMILES string ... S/N=C1/C=C(Cl)CS1
Orbital gap ... 9.05 eV
Spin multiplicity ... 1
HOMO energy ... -8.52 eV

Each line ends with the Mulliken charge.
Geometry (Å):
1 C -0.773 -0.315 -0.035  0.5528
2 C 1.232 1.378 0.061  -0.5110
3 C 1.577 -0.058 -0.021  0.3038
4 C 0.586 -0.934 -0.002  -0.5472
5 H -3.968 -1.480 -0.062  0.1651
6 H 1.586 1.814 0.972  0.3382
7 H 1.621 2.004 -0.758  0.3336
8 H 0.660 -2.034 -0.138  0.3521
9 N -1.818 -1.013 -0.033  -0.4556
10 S -3.338 -0.271 0.048  -0.1573
11 S -0.630 1.472 -0.046  -0.1931
12 Cl 3.267 -0.562 0.014  -0.1814



(4)
C4H4CsLiO2 as an isolated structure. Source: OMol25; level of theory: the ωB97M-V functional and the def2-TZVPD basis.

Summary:
Energy relative to the best compared isomer or geometry (same formula, charge and spin) ... 395.6 kJ/mol
Orbital gap (spin up / spin down) ... 6.81 / 1.21 eV
Spin multiplicity ... 1
HOMO energy (spin up / spin down) ... -6.77 / -2.67 eV

Each line ends with the Mulliken charge.
Geometry (Å):
1 O -0.525 -0.440 -2.382  -0.7364
2 C 0.123 -0.842 -1.346  -0.1109
3 C -0.173 -0.597 -0.055  -0.1347
4 C -0.091 0.019 1.127  -0.3714
5 C 0.701 1.224 1.234  0.3274
6 O 0.843 1.886 2.265  -0.3504
7 Li 0.438 1.981 4.036  0.0677
8 H -2.009 -4.613 0.079  0.0054
9 H 1.041 -1.446 -1.494  0.2465
10 H -0.548 -0.367 2.046  0.1352
11 H 1.241 1.535 0.318  0.3922
12 Cs -1.041 1.660 -5.829  0.5292



| no. | F_max (eV/A) | electronic energy (eV) |
| --- | --- | --- |
| 1 | 4.49 | -34086.599 |
| 2 | 4.66 | -31103.403 |
| 3 | 1.52 | -39894.961 |
| 4 | 1.65 | -9053.397 |